Here is C17H38BrN5OS4SbZr as an isolated structure from the OMol25 dataset. Energies are from wB97M-V/def2-TZVPD.

```
68
Properties=species:S:1:pos:R:3:forces:R:3:mulliken_charge:R:1
Zr 1.322135 0.188853 1.025431 0.0627 -0.3858 0.2991 -0.993
S 2.751335 -0.987763 3.261485 -0.0817 -0.1024 -0.0922 -0.184
Sb 4.331328 0.465291 2.240963 0.0843 0.0713 -0.1249 0.522
S 3.441231 -1.204048 0.634391 0.2142 0.0586 0.0456 -0.229
S 2.698797 2.175172 1.806040 0.1410 0.1629 -0.0555 -0.432
N 0.166138 0.807163 3.085902 -0.2297 0.0462 -0.0226 -0.393
C -1.251927 0.742910 3.544101 0.0098 0.0449 0.0359 -0.602
C -1.910154 -0.615630 3.387501 0.0506 -0.0299 -0.0149 -1.053
C -2.103703 -1.053835 1.927041 0.0216 0.0166 0.0211 0.413
C -1.177836 -2.172806 1.490983 0.0012 -0.0310 -0.0359 -1.050
N 0.247785 -1.837141 1.733081 -0.1177 0.0167 0.0284 -0.054
H 0.745321 0.302222 3.755680 -0.0281 0.0218 0.0263 0.281
H 0.482621 1.770260 3.191598 0.0133 -0.0140 0.0274 0.348
H -1.819760 1.481166 2.977618 0.0083 0.0044 0.0145 0.272
H -1.286521 1.050543 4.590612 -0.0397 0.0004 -0.0024 0.489
H -2.879153 -0.550204 3.882042 -0.0021 -0.0009 0.0137 0.406
H -1.352123 -1.369547 3.954354 -0.0207 -0.0086 0.0002 0.383
H -1.958320 -0.192389 1.264677 -0.0299 -0.0072 -0.0019 -0.529
H -3.126385 -1.397578 1.770007 -0.0109 0.0218 -0.0090 0.508
H -1.307301 -2.379010 0.427813 0.0083 -0.0203 0.0080 0.462
H -1.422049 -3.093795 2.025846 -0.0143 0.0042 -0.0073 0.424
H 0.820272 -2.577949 1.317186 -0.0174 -0.0145 0.0119 0.367
H 0.422683 -1.906361 2.731873 0.0148 -0.0145 -0.0172 0.464
N 0.605704 -1.047451 -0.897623 0.0020 0.0200 -0.0473 0.275
C 1.340323 -0.784928 -2.156228 0.0050 -0.0184 -0.0052 -0.876
C 1.568437 0.700935 -2.257482 0.0013 0.0646 -0.0063 -0.180
N 2.218260 1.137399 -1.004569 -0.0290 0.0869 -0.0840 -0.321
H 0.638302 -2.063602 -0.720210 -0.0415 0.0048 0.0089 0.356
H -0.372983 -0.800645 -1.039398 0.0067 -0.0125 0.0033 0.118
H 0.797644 -1.158619 -3.025417 0.0045 -0.0197 0.0106 0.409
H 2.292142 -1.315022 -2.101807 -0.0033 0.0029 -0.0065 0.395
H 0.607703 1.210878 -2.337455 0.0086 0.0154 0.0015 -0.153
H 2.165541 0.952943 -3.134453 -0.0173 0.0066 -0.0060 0.567
H 2.176060 2.146422 -0.892591 -0.0062 -0.0042 -0.0571 0.176
H 3.208859 0.910874 -1.045516 -0.0080 0.0170 0.0508 0.384
C 0.922413 5.377917 -1.846737 -0.0114 0.0079 0.0136 -1.506
C -0.037841 4.247224 -1.483370 0.0400 0.0786 0.0332 0.251
C -0.163648 4.126534 0.028793 0.0732 0.0075 -0.0915 -0.787
S -1.021207 2.709079 0.698706 0.0441 -0.1514 0.0657 0.261
O -0.249055 1.448414 0.213897 -0.0402 0.0981 -0.0272 0.906
C -2.560001 2.666236 -0.241996 -0.0242 -0.0500 0.0153 -1.185
C -2.523714 1.861277 -1.535950 -0.0645 0.0500 -0.0181 0.480
C -3.882758 1.938211 -2.228996 0.0329 -0.0237 -0.0042 -1.559
H 1.003663 5.478827 -2.927407 0.0038 -0.0019 -0.0005 0.417
H 1.921040 5.195588 -1.445991 0.0038 -0.0121 -0.0025 0.343
H 0.576057 6.332193 -1.449439 -0.0113 -0.0005 0.0000 0.377
H 0.320028 3.305613 -1.903047 0.0055 -0.0240 -0.0104 -0.240
H -1.017754 4.443545 -1.921645 -0.0042 -0.0310 -0.0143 0.301
H -0.705284 4.972365 0.464665 0.0240 0.0207 0.0085 0.663
H 0.812572 4.087419 0.523241 0.0000 0.0192 -0.0087 0.289
H -2.823622 3.712843 -0.411515 -0.0130 0.0058 0.0073 0.733
H -3.295275 2.249036 0.448685 -0.0307 0.0207 -0.0202 0.544
H -2.282590 0.822209 -1.303289 0.0098 -0.0033 0.0118 -0.084
H -1.743843 2.234785 -2.199618 0.0078 -0.0080 0.0103 0.152
H -4.679773 1.571976 -1.581046 0.0005 -0.0063 0.0035 0.383
H -3.881765 1.332824 -3.133735 -0.0113 0.0059 -0.0046 0.410
H -4.124363 2.962506 -2.512958 0.0024 0.0077 -0.0004 0.373
Br 4.389381 -5.883224 -1.819010 0.0664 -0.0159 -0.0193 -0.148
C 2.634556 -5.579449 -1.235065 -0.0147 -0.0119 0.0103 -0.575
C 1.716533 -6.612712 -1.146850 -0.0374 0.0372 0.0221 0.024
C 0.436834 -6.309496 -0.708741 0.0449 -0.0303 -0.0179 -0.891
C 0.132254 -5.000390 -0.384613 -0.0730 0.0650 -0.0012 -0.129
N 1.015309 -3.999087 -0.466758 0.0717 -0.0568 0.0280 -0.309
C 2.249125 -4.296660 -0.883441 -0.0474 0.0207 0.0074 0.067
H 1.994849 -7.623150 -1.412607 0.0032 -0.0021 -0.0028 0.470
H -0.315063 -7.080842 -0.622729 -0.0085 0.0027 0.0026 0.412
H -0.864462 -4.739258 -0.048741 -0.0020 -0.0202 -0.0030 0.367
H 2.966996 -3.487059 -0.936169 -0.0010 -0.0027 -0.0040 0.219
```
Forces are in eV/Å.

<S²>: 0.76
Total charge: +2
Energy: -5473.38050 a.u.
HOMO level (spin up / spin down): -13.655 / -13.881 eV
Multiplicity: 2
Frontier orbital gap (spin up / spin down): 0.295 / 0.250 hartree
Molecular weight: 749.68 g mol⁻¹
LUMO level (spin up / spin down): -5.6 / -7.1 eV
Energy above the lowest of the compared OMol25 structures with the same formula, charge and spin: 0.0 kcal per mole

---

Here is a 3-piece molecular cluster, C17H38Cl3P overall from the OMol25 dataset. Energies are from wB97M-V/def2-TZVPD.

```
59
Properties=species:S:1:pos:R:3:forces:R:3:mulliken_charge:R:1
C -5.125700 0.971300 3.724510 0.7902 -0.5854 1.5824 -1.125
C -3.654740 1.332710 3.827840 0.7788 1.0589 -2.1920 -0.770
C -2.782660 0.688880 2.730410 -0.8313 -0.6133 -0.2515 -0.583
C -2.332150 -0.722780 3.183270 0.8676 1.3033 -0.4636 -1.075
P -1.244680 -1.497490 1.978970 -0.5878 -2.1188 -1.9979 0.708
C -0.216200 -0.328970 0.916770 0.2527 -0.4537 0.8882 -1.215
C 1.050400 -0.934780 0.176080 -1.2026 0.4197 0.7884 -0.993
C 0.739540 -1.608110 -1.150370 0.3380 -1.0069 -0.6306 -0.150
C 0.703750 -0.615570 -2.325210 0.0877 0.0436 0.4998 -1.307
C -2.498940 -2.367840 0.851150 1.1248 0.5220 0.4149 -1.264
C -3.406930 -1.461840 0.036060 0.7204 1.9284 0.9655 -0.710
C -3.863240 -2.052410 -1.231490 -2.2768 -1.1387 -0.3990 -0.525
C -4.872540 -1.171890 -2.006650 0.2895 0.0247 -0.1507 -1.347
C -0.284740 -2.872780 2.785210 1.2372 0.1498 -2.5452 -1.269
C -1.096030 -3.936610 3.461950 0.1996 0.2620 2.1243 -0.737
C -0.211680 -4.877130 4.361340 -0.7619 -0.1616 0.3310 -0.556
C -1.043510 -5.821580 5.244000 -0.2405 0.5378 0.5652 -1.313
H -5.119710 -0.110120 3.860810 -0.7932 -0.2448 -0.3535 0.291
H -5.700860 1.313650 2.864230 0.3491 -0.0657 0.0147 0.317
H -5.516200 1.370050 4.660790 -0.7351 0.0261 -0.2396 0.375
H -3.251330 1.115940 4.816970 -0.0384 0.3442 -0.0364 0.415
H -3.539490 2.370100 3.513760 -0.0935 0.4752 1.0676 0.341
H -2.014080 1.331350 2.300740 0.7113 -0.0231 1.0517 0.549
H -3.398460 0.666040 1.831330 -0.4674 -0.6585 -0.0313 0.099
H -3.195280 -1.366450 3.352950 0.1311 -0.0932 0.0130 0.574
H -1.745400 -0.618930 4.095980 -0.1059 -0.0046 0.2543 0.649
H 0.007830 0.407070 1.688870 0.6517 0.2994 -0.1398 0.750
H -0.926960 0.170670 0.258520 -0.0050 -0.1675 -0.1778 0.503
H 1.603650 -1.518590 0.911720 -0.2213 -0.5659 -0.1946 0.429
H 1.807600 -0.205190 -0.111070 -0.4236 0.7613 0.4710 0.495
H -0.106460 -2.292210 -1.216560 -0.5445 0.2787 0.5495 0.143
H 1.548570 -2.327940 -1.274550 0.3697 0.1524 -0.4439 0.355
H -0.151520 0.058600 -2.279440 -0.0898 0.0669 0.2199 0.289
H 0.657320 -1.065730 -3.316820 0.1833 -0.2536 0.1729 0.384
H 1.602970 -0.006210 -2.234770 0.0030 0.1192 -0.3792 0.376
H -3.164550 -2.923780 1.511450 0.3636 -0.4192 0.0755 0.759
H -1.958190 -3.042850 0.187780 0.1282 -0.1718 0.1699 0.757
H -3.003100 -0.485320 -0.231210 0.6642 0.1907 0.3045 0.352
H -4.209390 -1.206960 0.728290 -0.5387 0.0233 -0.4235 0.350
H -4.436570 -2.907680 -0.873870 -0.0447 -0.6396 -0.5132 0.315
H -3.046450 -2.443920 -1.837860 0.0386 0.2474 -0.1101 0.346
H -5.506890 -1.711320 -2.710020 0.4080 -0.3680 -0.1220 0.401
H -4.364520 -0.391750 -2.573560 -0.0059 0.1214 0.0544 0.330
H -5.613340 -0.700330 -1.360930 0.2879 0.1176 0.3849 0.317
H 0.583410 -2.450480 3.291240 -0.5024 0.2310 1.0399 0.710
H 0.286400 -3.397710 2.019470 -0.0804 0.2530 -0.9024 0.663
H -1.716660 -4.616930 2.878790 0.3332 0.3370 -0.7858 0.322
H -1.817950 -3.293650 3.965480 -0.3347 -0.8035 1.2639 0.407
H 0.560790 -4.449470 5.000470 -0.3736 0.9716 -0.0068 0.456
H 0.420020 -5.510270 3.738290 -0.3033 -0.0531 -0.6149 0.363
H -0.359560 -6.529530 5.712090 -0.3503 -0.6313 -0.4999 0.375
H -1.939850 -6.205870 4.757160 0.5137 -0.7971 -0.4958 0.334
H -1.529370 -5.394450 6.121260 0.3366 0.9361 0.0590 0.328
Cl 2.524550 1.507450 6.147130 -0.1765 -0.1532 -0.1710 -0.989
C 5.366830 2.546250 10.979030 0.2470 -0.5133 -0.6160 -0.229
Cl 4.514690 2.708990 12.488630 -0.2479 0.3325 0.5873 -0.148
Cl 7.102410 3.000900 11.100820 -0.6099 -0.1272 -0.0673 -0.161
H 5.286500 1.488120 10.730010 0.3469 0.2533 -0.1823 0.248
H 4.881100 3.140130 10.204770 0.2329 0.0439 0.2238 0.292
```
Forces are in eV/Å.

Energy: -2392.33744 a.u.
HOMO level: -5.770 eV
Frontier orbital gap: 0.202 hartree
Molecular weight: 379.82 g mol⁻¹
LUMO level: -0.3 eV